87
Properties=species:S:1:pos:R:3:lowdin_charge:R:1 method="wB97M-V/def2-TZVPD" multiplicity=6 gap_ev="4.943 / 1.143" e_lumo_ev="-8.6 / -12.9" charge=+3 e_tot_ev=-212693.25569 de_lowest_kj_mol=0.0
Ir -0.9425 -0.4411 1.3998 0.8475
C -2.8608 -2.3073 4.1934 -0.3229
Se -1.9875 -0.5915 3.7702 0.8981
C -0.2894 -0.6591 4.9399 -0.4684
C 0.0101 -1.6842 6.0103 -0.5141
Se 1.2182 -3.1265 5.3145 0.8737
C 0.9496 -4.4593 6.7480 -0.3737
H -3.3021 -2.1863 5.1851 0.0446
H -2.1445 -3.1016 4.1457 0.0181
H -3.6831 -2.4159 3.4823 0.0152
H -0.3184 0.3456 5.4024 0.0755
H 0.4843 -0.6499 4.1787 -0.0071
H -0.9407 -2.0465 6.4331 0.0744
H 0.5835 -1.2067 6.8049 0.0734
H 0.0066 -4.3195 7.2878 0.0373
H 1.7962 -4.3478 7.4135 0.0163
H 1.0033 -5.4216 6.2621 0.0102
C 1.2319 4.5743 0.5284 -0.0404
N 0.3588 3.4556 0.8729 -0.0953
C 0.1079 2.2392 0.3703 -0.1173
N -0.7661 1.6304 1.2068 -0.1284
C -1.1718 2.5955 2.1072 -0.1327
N -0.4211 3.6746 1.9788 0.1464
C 2.0524 4.2923 -0.7312 -0.1731
C 3.4307 4.4471 -0.8834 0.0243
C 4.0559 3.9847 -2.0618 -0.0161
C 3.2688 3.4897 -3.1183 0.0186
C 1.8715 3.3959 -2.9582 -0.1538
C 1.2714 3.8464 -1.7951 -0.0051
C 0.9983 2.7112 -3.8696 -0.1358
N 1.2830 2.5299 -5.1370 0.2763
N 0.2879 1.8153 -5.6847 0.2962
C -0.6007 1.5624 -4.7502 -0.2006
O -0.2734 2.1194 -3.5668 0.1746
C -1.8983 0.9186 -4.9573 -0.1359
C -2.5606 0.9359 -6.1736 0.0137
C -3.8643 0.4611 -6.2737 -0.0064
C -4.5169 -0.0204 -5.1368 0.0361
C -3.8501 0.0311 -3.8672 -0.1482
C -4.7003 -0.2619 -2.6568 -0.0605
N -3.9362 -0.4483 -1.4464 -0.0903
C -2.9748 0.2642 -0.8345 -0.1128
N -2.8018 -0.2213 0.4136 -0.1187
C -3.7522 -1.2150 0.4932 -0.1868
N -4.3896 -1.4130 -0.6033 0.1497
C -2.5151 0.3848 -3.8108 0.0177
H 1.8852 4.7733 1.4030 0.1534
H 0.4804 5.3646 0.2840 0.1588
H 0.5251 1.7465 -0.5084 0.1237
H -1.9734 2.5238 2.8627 0.1341
H 4.0406 4.8854 -0.0940 0.1384
H 5.1072 4.0913 -2.3098 0.1322
H 3.7581 3.1027 -4.0328 0.1445
H 0.1991 3.9726 -1.7274 0.1404
H -2.0605 1.3517 -7.0269 0.1285
H -4.4549 0.5196 -7.1888 0.1357
H -5.5465 -0.3838 -5.1977 0.1400
H -5.2434 -1.2102 -2.7771 0.1484
H -5.5287 0.4305 -2.5211 0.1543
H -2.4696 1.0921 -1.2461 0.1149
H -3.8941 -1.7279 1.4359 0.1054
H -1.9862 0.3820 -2.8720 0.0798
F 5.6198 1.8362 -0.0788 0.1614
C 4.4652 1.3491 0.4216 -0.0729
C 3.5284 0.7723 -0.4380 -0.1025
F 3.8111 0.8538 -1.7705 0.1205
C 2.3917 0.1845 0.0794 -0.1282
F 1.5749 -0.4592 -0.8095 0.0723
C 2.1385 0.0959 1.4776 -0.2138
O 1.0199 -0.2758 2.0456 -0.2410
C 3.2489 0.4817 2.3106 -0.0409
F 3.2525 0.2845 3.6784 0.1298
C 4.3461 1.1267 1.8076 -0.1124
F 5.3955 1.3276 2.6112 0.1692
C 2.1615 -4.6476 0.7203 0.0125
N 1.1298 -4.2019 -0.2345 -0.1037
C 1.1582 -4.4517 -1.6194 0.0027
C 0.1148 -3.7984 -2.1714 -0.0341
N -0.4983 -3.0955 -1.1494 0.0891
C 0.1731 -3.3178 0.0361 -0.6941
S -0.2290 -2.6411 1.5133 0.7318
H 2.4353 -5.6832 0.5202 0.1038
H 1.6224 -4.5981 1.7227 0.0894
H 3.0697 -3.9516 0.6991 0.1293
H 1.9303 -5.0806 -2.0383 0.1430
H -0.2840 -3.7500 -3.2020 0.1472
H -1.2226 -2.4349 -1.2418 0.1160